(1)
Density functional theory data (the ωB97M-V functional and the def2-TZVPD basis) for 2 unconnected molecules or ions with the total composition C5H10N.

Positions of all 16 atoms, in Å:
H 0.292 0.843 -2.919
H -1.768 -0.538 -0.086
C -1.489 1.025 1.268
H 2.103 -1.936 1.886
H 1.966 -1.912 -0.404
C -0.499 0.972 -0.990
H -2.117 0.581 2.025
C -1.298 0.422 0.103
H -0.775 -0.586 -2.354
N 1.506 -1.162 0.108
C -0.298 0.363 -2.155
H 1.005 -0.386 1.901
H -0.051 1.951 -0.827
C 1.540 -1.163 1.377
H 0.948 -0.472 -0.421
H -1.065 1.997 1.487

Computed properties:
ΔE to the lowest compared entry with this formula, charge and spin: 153.3 kJ/mol
total charge: +1

=====

(2)
Density functional theory data (the ωB97M-V functional and the def2-TZVPD basis) for 2 unconnected molecules or ions with the total composition C5H14.

Positions of all 19 atoms, in Å:
C 0.517 -0.942 1.329
H -1.228 0.726 -4.064
H 1.088 1.084 -3.572
C 0.208 -0.379 2.744
H 0.765 -2.004 1.391
H -0.428 -1.090 3.256
C -0.510 1.005 2.637
H -1.317 0.502 -2.337
H -1.404 0.960 3.248
H 1.271 -0.381 0.790
H -0.679 1.290 1.598
C 0.653 0.159 -3.168
H 1.240 -0.650 -3.594
H 1.172 -0.155 3.190
H 0.194 1.785 2.929
H -1.301 -0.846 -3.474
C -0.844 0.117 -3.239
H -0.450 -0.959 0.816
H 1.198 0.249 -2.208

Computed properties:
ΔE to the lowest compared entry with this formula, charge and spin: 76.6 kJ/mol
SMILES: CCC.CC

=====

(3)
Density functional theory data (the ωB97M-V functional and the def2-TZVPD basis) for a single C3H9N3S molecule.

Positions of all 16 atoms, in Å:
H 1.052 -2.471 0.987
H -0.619 1.804 -0.632
H 2.082 1.513 -0.543
C 1.462 -2.051 0.045
S -1.278 -0.926 -0.308
H -3.448 -0.158 0.146
C 0.213 -0.047 -0.168
H 2.535 -2.267 -0.043
H 0.959 -2.663 -0.726
N 1.347 -0.612 -0.077
H -2.334 0.781 1.187
H -2.525 1.178 -0.569
C -2.473 0.351 0.171
N 0.136 1.316 -0.182
N 1.313 2.082 -0.149
H 1.578 2.169 0.861

Computed properties:
ΔE to the lowest compared entry with this formula, charge and spin: 137.0 kJ/mol
SMILES: C/N=C(/NN)SC

=====

(4)
Density functional theory data (the ωB97M-V functional and the def2-TZVPD basis) for a molecular structure, C6H12O.

Positions of all 19 atoms, in Å:
O 1.495 -0.269 -2.422
H -0.943 -0.561 1.852
C -0.354 -1.547 -1.508
H 2.426 -0.395 -0.044
H -1.941 0.792 2.361
C 0.705 -0.442 -1.490
H -0.691 2.341 0.861
H 1.355 1.742 -0.296
H 0.147 -2.508 -1.395
C 0.743 0.950 0.127
H -2.019 0.234 0.692
H 0.354 1.613 2.061
H -0.854 -1.531 -2.475
H -1.085 -1.423 -0.713
H -0.024 0.687 -1.143
C 1.350 -0.367 0.079
C -1.348 0.400 1.535
H 0.930 -1.109 0.750
C -0.247 1.391 1.168

Computed properties:
ΔE to the lowest compared entry with this formula, charge and spin: 330.8 kJ/mol

=====

(5)
Density functional theory data (the ωB97M-V functional and the def2-TZVPD basis) for a molecular structure, C20H22CuN2O2Si.

Positions of all 48 atoms, in Å:
C 4.303 -2.708 -1.334
H -3.734 -1.392 -4.441
C -4.123 0.165 -3.012
H 2.341 1.383 4.159
H -1.549 -2.002 -3.457
C -2.395 0.484 -1.366
Cu 0.232 0.152 0.387
H 0.564 3.996 1.604
C 2.152 0.791 3.250
H 4.095 -5.055 -5.312
H 1.903 -0.236 3.542
C 2.225 -2.907 -2.639
C 3.672 -2.026 -0.370
H -4.205 1.621 -1.435
C 1.554 -3.412 -3.772
H 5.370 -2.898 -1.262
H -0.962 0.836 3.920
H 1.679 3.751 2.965
N 0.317 -1.654 -2.002
C 2.227 -1.772 -0.410
C 1.534 -2.101 -1.627
C 1.358 3.343 1.992
H 4.197 -1.651 0.500
H 3.080 0.737 2.667
H 2.204 3.410 1.296
H -0.264 2.418 4.349
H -1.504 2.291 3.077
H -1.311 2.841 0.581
H 1.671 -4.542 -5.576
O 1.678 -1.262 0.591
H 5.303 -4.200 -3.332
O -1.900 1.107 -0.258
C 3.577 -4.460 -4.570
C -1.910 2.533 -0.272
C 2.214 -4.166 -4.716
C -3.630 0.830 -1.901
H -5.085 0.437 -3.427
C 4.247 -3.984 -3.466
C 3.591 -3.211 -2.495
N -0.391 -0.888 -1.258
Si 0.753 1.547 2.217
H -1.457 2.905 -1.193
C -3.366 -0.857 -3.573
H -2.923 2.927 -0.174
C -1.623 -0.549 -1.905
H 0.502 -3.189 -3.882
C -0.624 1.798 3.512
C -2.140 -1.206 -3.026

Computed properties:
total charge: -1

=====

(6)
Density functional theory data (the ωB97M-V functional and the def2-TZVPD basis) for a molecular structure, C4H12KO4.

Positions of all 21 atoms, in Å:
H 1.325 -9.149 -0.644
C 1.451 -5.632 -6.981
O 1.969 -6.987 -7.372
C 1.232 -9.435 -1.692
O 2.079 -5.721 -4.682
H -0.958 -9.406 -1.668
H -0.417 -11.072 -1.687
O 1.228 -8.159 -2.195
H 1.471 -4.989 -7.861
H 2.078 -10.053 -1.993
H 2.915 -6.971 -7.539
C -0.156 -10.063 -2.006
H 2.817 -6.333 -4.667
H -0.106 -10.933 -3.671
H 1.909 -7.610 -1.799
K 0.871 -8.507 -5.067
O -0.412 -10.064 -3.401
H 0.415 -5.785 -6.677
H 1.792 -3.884 -5.959
C 2.245 -4.873 -5.891
H 3.287 -4.883 -6.210

Computed properties:
ΔE to the lowest compared entry with this formula, charge and spin: 108.6 kJ/mol
total charge: +1

=====

(7)
Density functional theory data (the ωB97M-V functional and the def2-TZVPD basis) for a molecular structure, C4H6BeO2.

Positions of all 13 atoms, in Å:
O -1.796 1.370 -0.262
O 2.633 0.616 0.497
C -1.945 0.163 -0.101
C 1.348 0.556 0.657
H -0.992 -1.445 0.794
C -0.830 -0.819 -0.100
H 2.900 1.148 -0.266
H 1.137 -0.645 -1.045
H 0.964 -0.569 1.305
H -2.963 -0.225 0.067
Be -0.025 1.687 -0.470
H -1.032 -1.506 -0.940
C 0.601 -0.333 -0.137

Computed properties:
ΔE to the lowest compared entry with this formula, charge and spin: 351.4 kJ/mol
total charge: +2

=====

Number 1: total energy -250.9469 Ha, LUMO level -0.1952 hartree. Number 2: total energy -198.8600 Ha, LUMO level 0.0410 hartree. Number 3: total energy -682.1137 Ha, LUMO level 0.0250 hartree. Number 4: total energy -310.9333 Ha, LUMO level 0.0241 hartree. Number 5: total energy -2965.3218 Ha, LUMO level 0.0939 hartree. Number 6: total energy -1060.2682 Ha, LUMO level -0.1224 hartree. Number 7: total energy -320.3403 Ha, LUMO level -0.4294 hartree.